(1)
The following is a quantum chemistry calculation of a 11-piece molecular cluster, C48H124N6O20 overall, from OMol25.

The geometry in ORCA input format:
```
! wB97M-V def2-TZVPD RIJCOSX def2/J DEFGRID3
* xyz 0 1
C -2.60 3.08 -1.13
O -3.36 3.05 -2.36
C -2.92 2.09 -3.29
C -3.43 2.35 -4.71
N -4.72 1.83 -5.03
C -4.92 1.91 -6.51
C -5.28 3.34 -6.98
O -6.36 3.94 -6.18
C -6.26 5.38 -6.05
H -2.76 2.21 -0.49
H -2.98 3.87 -0.49
H -1.52 3.11 -1.24
H -3.11 1.09 -2.91
H -1.84 2.17 -3.25
H -2.63 1.90 -5.30
H -3.39 3.43 -4.85
H -5.42 2.41 -4.59
H -5.79 1.33 -6.78
H -4.11 1.59 -7.17
H -5.53 3.47 -8.03
H -4.40 3.96 -6.80
H -7.13 5.73 -5.49
H -6.30 5.66 -7.11
H -5.32 5.74 -5.63
C -2.80 0.10 10.57
O -1.94 0.23 9.44
C -0.69 0.77 9.71
C 0.11 0.83 8.37
N -0.18 1.95 7.49
C -1.52 1.73 6.89
C -1.81 2.70 5.78
O -2.00 4.03 6.22
C -2.20 4.94 5.11
H -3.05 1.00 11.12
H -2.47 -0.71 11.22
H -3.74 -0.30 10.16
H -0.18 0.09 10.39
H -0.71 1.78 10.13
H 0.07 -0.10 7.79
H 1.17 0.86 8.63
H -0.22 2.82 8.01
H -2.24 1.88 7.70
H -1.57 0.71 6.52
H -2.68 2.44 5.18
H -0.96 2.73 5.09
H -2.04 5.99 5.35
H -3.24 5.00 4.78
H -1.56 4.78 4.24
C 4.16 0.63 2.52
O 3.13 1.56 2.50
C 3.58 2.90 2.83
C 2.43 3.83 2.74
N 1.95 4.11 1.36
C 2.93 4.80 0.49
C 3.59 6.03 1.14
O 4.64 6.55 0.36
C 5.91 5.96 0.56
H 5.01 0.83 1.87
H 3.83 -0.36 2.21
H 4.51 0.64 3.55
H 4.48 3.16 2.27
H 3.85 2.93 3.88
H 2.69 4.74 3.27
H 1.59 3.36 3.25
H 1.76 3.25 0.86
H 2.48 5.09 -0.46
H 3.74 4.10 0.29
H 4.03 5.71 2.09
H 2.87 6.82 1.37
H 6.62 6.43 -0.13
H 5.85 4.88 0.42
H 6.33 6.05 1.57
C -4.68 -10.44 -0.33
O -4.10 -9.13 -0.50
C -5.07 -8.23 -1.05
C -4.62 -6.78 -0.88
N -3.38 -6.42 -1.53
C -3.52 -6.07 -2.96
C -2.27 -5.34 -3.41
O -2.08 -4.19 -2.64
C -0.93 -3.50 -2.89
H -5.51 -10.38 0.38
H -3.94 -11.12 0.09
H -5.08 -10.91 -1.23
H -5.97 -8.40 -0.45
H -5.36 -8.45 -2.07
H -4.38 -6.60 0.17
H -5.36 -6.06 -1.24
H -3.01 -5.56 -1.13
H -4.44 -5.55 -3.21
H -3.66 -7.01 -3.49
H -2.46 -5.00 -4.42
H -1.37 -5.95 -3.33
H -0.83 -2.92 -3.81
H -0.10 -4.18 -2.70
H -0.86 -2.70 -2.15
C 0.04 5.28 -2.52
O 0.48 4.10 -3.15
C 1.30 3.20 -2.40
C 1.37 1.80 -3.07
N 2.19 1.75 -4.34
C 2.55 0.42 -4.81
C 1.34 -0.55 -5.01
O 1.65 -1.91 -5.34
C 2.49 -2.55 -4.35
H -0.66 5.13 -1.70
H -0.41 5.97 -3.23
H 0.80 5.79 -1.94
H 0.97 3.21 -1.36
H 2.32 3.57 -2.35
H 0.36 1.48 -3.29
H 1.70 1.06 -2.35
H 3.05 2.29 -4.25
H 3.17 -0.01 -4.02
H 3.16 0.47 -5.71
H 0.74 -0.18 -5.84
H 0.62 -0.63 -4.19
H 2.43 -3.62 -4.54
H 2.13 -2.40 -3.33
H 3.54 -2.32 -4.54
C 5.15 2.52 -6.63
O 6.16 1.98 -5.81
C 6.77 0.78 -6.26
C 7.73 0.33 -5.14
N 7.13 -0.11 -3.90
C 6.48 -1.42 -4.01
C 6.07 -1.83 -2.65
O 5.16 -0.85 -2.14
C 4.69 -1.01 -0.79
H 5.61 2.91 -7.54
H 4.74 3.40 -6.14
H 4.39 1.77 -6.80
H 7.33 0.94 -7.18
H 6.06 -0.02 -6.44
H 8.41 1.15 -4.93
H 8.39 -0.47 -5.50
H 6.45 0.61 -3.69
H 7.15 -2.17 -4.43
H 5.60 -1.44 -4.66
H 6.99 -1.95 -2.08
H 5.52 -2.76 -2.68
H 3.98 -1.82 -0.65
H 4.23 -0.04 -0.61
H 5.51 -1.09 -0.07
C -3.71 -0.20 3.14
C -4.72 -0.79 4.09
C -6.22 -0.59 3.68
O -4.60 -2.18 4.03
H -3.76 -0.64 2.15
H -2.69 -0.44 3.45
H -3.69 0.89 3.10
H -4.51 -0.44 5.09
H -6.44 -0.87 2.65
H -6.44 0.47 3.80
H -6.88 -1.21 4.29
H -3.81 -2.43 4.52
C -0.10 1.02 1.93
C 0.84 0.20 1.09
C 0.20 -0.51 -0.13
O 1.71 1.17 0.52
H -0.52 1.82 1.33
H 0.34 1.53 2.78
H -1.01 0.47 2.16
H 1.46 -0.44 1.72
H -0.47 0.22 -0.60
H -0.41 -1.38 0.13
H 0.95 -0.81 -0.85
H 2.31 1.31 1.26
O 3.36 -0.95 6.30
C 2.43 -0.15 5.69
C 1.22 -0.97 5.28
O 1.50 -1.75 4.03
H 3.90 -1.33 5.61
H 2.11 0.56 6.46
H 2.99 0.40 4.93
H 0.26 -0.46 5.17
H 0.93 -1.66 6.07
H 1.88 -2.56 4.38
O 1.73 -5.06 -0.59
C 1.38 -3.84 -0.10
C 1.12 -3.69 1.46
O -0.03 -4.40 1.78
H 1.00 -5.68 -0.54
H 2.16 -3.12 -0.34
H 0.48 -3.52 -0.62
H 1.06 -2.62 1.68
H 2.00 -4.08 1.97
H 0.11 -5.35 1.73
O -2.30 -4.24 0.56
C -3.01 -3.05 0.98
C -4.15 -2.73 0.03
O -3.62 -2.42 -1.25
H -1.52 -4.25 1.12
H -3.50 -3.22 1.93
H -2.32 -2.21 1.11
H -4.78 -1.88 0.29
H -4.77 -3.60 -0.16
H -2.95 -3.08 -1.45
*
```

E_tot = -3736.10208 a.u.
SMILES string = COCCNCCOC.COCCNCCOC.COCCNCCOC.COCCNCCOC.COCCNCCOC.COCCNCCOC.CC(C)O.CC(C)O.OCCO.OCCO.OCCO

=====

(2)
The following is a quantum chemistry calculation of a 10-piece molecular cluster, C48H126N10O14 overall, from OMol25.

The geometry in ORCA input format:
```
! wB97M-V def2-TZVPD RIJCOSX def2/J DEFGRID3
* xyz 0 1
C -3.83 1.08 -6.03
O -2.82 0.37 -6.76
C -3.18 -1.05 -6.95
C -3.37 -1.90 -5.70
C -2.07 -1.84 -4.91
N -3.58 -3.28 -6.13
H -4.82 0.85 -6.48
H -3.64 2.12 -6.25
H -3.91 0.82 -4.98
H -4.05 -1.10 -7.61
H -2.36 -1.53 -7.45
H -4.19 -1.56 -5.07
H -1.91 -0.80 -4.64
H -1.23 -2.17 -5.52
H -2.14 -2.48 -4.03
H -3.32 -3.97 -5.45
H -4.49 -3.50 -6.48
C -6.07 2.83 -4.03
O -5.60 1.86 -3.06
C -4.86 2.30 -1.94
C -4.57 1.08 -1.10
C -3.87 -0.07 -1.95
N -5.82 0.49 -0.58
H -5.25 3.41 -4.47
H -6.72 3.55 -3.53
H -6.62 2.29 -4.78
H -3.92 2.72 -2.28
H -5.43 3.08 -1.40
H -4.01 1.21 -0.19
H -3.03 0.32 -2.52
H -4.69 -0.38 -2.63
H -3.64 -0.96 -1.37
H -6.31 1.06 0.09
H -6.51 0.39 -1.33
C 2.09 -0.91 3.26
O 3.18 -1.70 3.76
C 3.51 -1.49 5.11
C 4.67 -2.55 5.45
C 4.15 -3.93 5.36
N 5.26 -2.31 6.79
H 2.01 -1.10 2.21
H 2.28 0.15 3.47
H 1.13 -1.11 3.73
H 3.87 -0.45 5.22
H 2.63 -1.55 5.76
H 5.38 -2.38 4.64
H 4.99 -4.60 5.61
H 3.72 -4.13 4.39
H 3.35 -4.16 6.05
H 5.56 -1.35 6.85
H 4.54 -2.49 7.48
C 5.86 5.29 -0.94
O 5.01 4.49 -0.13
C 5.13 3.10 -0.49
C 4.21 2.27 0.39
C 4.18 0.85 -0.01
N 2.76 2.64 0.52
H 6.90 5.08 -0.65
H 5.59 6.30 -0.64
H 5.67 5.02 -2.01
H 4.77 3.04 -1.52
H 6.18 2.79 -0.33
H 4.56 2.32 1.44
H 5.14 0.36 -0.11
H 3.59 0.82 -0.94
H 3.59 0.30 0.72
H 2.37 2.78 -0.43
H 2.64 3.52 1.02
C -0.65 -3.22 -0.84
O -0.79 -1.81 -0.81
C -0.13 -1.10 0.21
C -0.59 0.39 0.16
C -0.32 1.03 -1.24
N 0.11 1.15 1.18
H -1.12 -3.48 -1.78
H -1.05 -3.72 0.06
H 0.40 -3.54 -0.94
H -0.40 -1.54 1.17
H 0.96 -1.05 0.03
H -1.64 0.38 0.41
H -0.76 0.36 -2.00
H 0.73 1.14 -1.45
H -0.80 1.99 -1.33
H 1.05 1.24 0.80
H -0.35 2.07 1.24
C 2.65 7.42 3.03
O 2.34 6.17 3.51
C 3.47 5.28 3.32
C 3.41 3.98 4.12
C 2.11 3.19 3.88
N 3.58 4.25 5.52
H 1.82 8.09 3.21
H 2.88 7.34 1.97
H 3.54 7.83 3.49
H 3.55 5.03 2.24
H 4.39 5.78 3.61
H 4.25 3.38 3.73
H 1.25 3.83 4.17
H 2.05 2.29 4.50
H 2.02 2.97 2.83
H 4.46 4.71 5.76
H 2.77 4.71 5.91
C 2.17 4.79 -2.61
O 2.41 3.44 -2.73
C 2.72 2.94 -4.01
C 1.49 2.87 -4.96
N 0.45 2.07 -4.37
C -0.92 2.41 -4.80
C -1.45 3.74 -4.32
O -1.48 3.75 -2.85
C -1.83 4.99 -2.36
H 2.13 4.95 -1.52
H 1.25 5.11 -3.13
H 3.06 5.26 -3.07
H 3.19 1.98 -3.79
H 3.43 3.65 -4.45
H 1.80 2.46 -5.93
H 1.19 3.89 -5.16
H 0.53 2.02 -3.37
H -1.64 1.65 -4.54
H -0.90 2.47 -5.88
H -2.46 3.89 -4.73
H -0.80 4.57 -4.64
H -1.87 4.89 -1.29
H -2.81 5.30 -2.75
H -1.05 5.70 -2.67
C -5.03 -1.37 2.47
O -4.57 -0.64 3.58
C -3.30 -0.97 4.15
C -2.10 -0.38 3.44
N -1.95 1.06 3.59
C -2.99 1.86 2.91
C -2.59 3.32 2.75
O -1.62 3.41 1.73
C -1.02 4.70 1.71
H -6.11 -1.20 2.36
H -4.80 -2.42 2.64
H -4.64 -1.04 1.49
H -3.30 -2.07 4.10
H -3.36 -0.61 5.18
H -2.08 -0.84 2.44
H -1.23 -0.86 3.91
H -1.00 1.19 3.29
H -3.91 1.84 3.47
H -3.29 1.39 1.96
H -2.12 3.63 3.69
H -3.49 3.87 2.48
H -0.47 4.84 2.65
H -1.78 5.49 1.62
H -0.35 4.68 0.87
C 1.38 -3.82 8.31
O 1.03 -3.59 6.96
C -0.11 -4.33 6.53
C -0.39 -3.99 5.05
N 0.77 -4.22 4.22
C 0.53 -3.87 2.82
C 1.68 -4.20 1.92
O 1.69 -5.59 1.67
C 2.70 -5.99 0.80
H 0.70 -3.38 9.06
H 2.35 -3.33 8.41
H 1.57 -4.86 8.48
H -0.99 -3.97 7.09
H 0.13 -5.39 6.68
H -0.78 -2.96 5.03
H -1.23 -4.65 4.77
H 1.65 -3.73 4.43
H 0.31 -2.80 2.76
H -0.41 -4.34 2.52
H 2.60 -3.88 2.36
H 1.47 -3.67 1.00
H 3.68 -5.83 1.25
H 2.73 -5.40 -0.12
H 2.51 -7.05 0.68
C 1.67 -1.43 -3.51
O 1.03 -2.68 -3.37
C 1.79 -3.84 -3.54
C 0.91 -5.06 -3.50
N -0.07 -5.22 -4.60
C -0.91 -6.37 -4.45
C -1.97 -6.36 -3.40
O -2.88 -5.18 -3.65
C -3.87 -4.94 -2.73
H 0.87 -0.74 -3.69
H 2.35 -1.47 -4.36
H 2.24 -1.15 -2.61
H 2.47 -3.94 -2.71
H 2.33 -3.84 -4.50
H 0.43 -5.03 -2.52
H 1.60 -5.91 -3.58
H -0.65 -4.40 -4.72
H -0.22 -7.21 -4.31
H -1.43 -6.50 -5.41
H -1.60 -6.24 -2.37
H -2.55 -7.29 -3.40
H -3.48 -4.82 -1.71
H -4.54 -5.80 -2.72
H -4.47 -4.07 -3.06
*
```

E_tot = -3505.01904 a.u.
SMILES string = COC[C@H](C)N.COC[C@H](C)N.COC[C@H](C)N.COC[C@H](C)N.COC[C@H](C)N.COC[C@H](C)N.COCCNCCOC.COCCNCCOC.COCCNCCOC.COCCNCCOC

=====

| no. | HOMO energy (eV) | frontier orbital gap (eV) | lowest unoccupied orbital energy (eV) |
| --- | --- | --- | --- |
| 1 | -8.4 | 8.46 | 0.107 |
| 2 | -8.3 | 8.79 | 0.493 |